Arrangement one

H4O2 | ωB97M-V/def2-TZVPD

Last column: natural (NBO) charge in e.
Atoms and positions in Å:
H (0.4738, 0.5302, -0.2574)  0.4806
H (1.5714, 1.2905, 0.4584)  0.4607
H (-0.7175, -1.1799, 0.7573)  0.4730
H (-1.5731, -0.7775, -0.4645)  0.4807
O (0.9981, 1.3512, -0.3078)  -0.9508
O (-0.7527, -1.2145, -0.1860)  -0.9443

Calculated values
net charge	0
gap between HOMO and LUMO	11.9	eV
SMILES	O.O

---

Arrangement two

H4O2 | ωB97M-V/def2-TZVPD

Last column: natural (NBO) charge in e.
Atoms and positions in Å:
H (-0.7404, 0.2950, -0.7664)  0.4776
H (-1.5136, -0.2832, -1.8974)  0.4622
H (1.5365, -0.1629, 0.7847)  0.4789
H (0.4320, 0.1698, 1.8677)  0.4773
O (-0.9825, -0.5653, -1.1708)  -0.9408
O (1.0182, 0.5630, 1.1722)  -0.9553

Calculated values
net charge	0
gap between HOMO and LUMO	12.4	eV
SMILES	O.O

---

Which one sits at the bottom of the stability order? arrangement two does.

---

Arrangement one

H4O2 | ωB97M-V/def2-TZVPD

Last column: natural (NBO) charge in e.
Atoms and positions in Å:
H (2.2049, -0.5515, 0.0419)  0.4693
H (0.9656, -0.0382, 0.6231)  0.4647
H (-1.0919, -0.4152, -0.4698)  0.4717
H (-1.6973, 0.9107, -0.0643)  0.4673
O (1.5317, 0.1342, -0.1160)  -0.9338
O (-1.9130, -0.0401, -0.0149)  -0.9392

Calculated values
net charge	0
gap between HOMO and LUMO	12.3	eV
SMILES	O.O

---

Arrangement two

H4O2 | ωB97M-V/def2-TZVPD

Last column: natural (NBO) charge in e.
Atoms and positions in Å:
O (5.7191, -18.4017, 0.3246)  -0.9135
H (5.5132, -17.6845, -0.2750)  0.4767
H (5.9382, -17.9692, 1.1499)  0.4779
O (7.3696, -19.0487, -0.7847)  -0.9541
H (7.0035, -19.0567, 0.0997)  0.4777
H (6.8613, -18.3835, -1.2488)  0.4353

Calculated values
net charge	0
gap between HOMO and LUMO	10.8	eV
SMILES	O.O

---

Arrangement three

H4O2 | ωB97M-V/def2-TZVPD

Last column: natural (NBO) charge in e.
Atoms and positions in Å:
H (-1.5319, -0.4506, 0.7585)  0.4658
H (-0.9983, 0.6922, -0.0410)  0.4671
H (2.0592, -0.3139, -0.6949)  0.4699
H (1.8111, 0.7641, 0.2412)  0.4581
O (-1.6255, -0.0110, -0.1013)  -0.9332
O (1.4580, -0.0754, 0.0684)  -0.9277

Calculated values
net charge	0
gap between HOMO and LUMO	11.8	eV
SMILES	O.O

---

Which one sits at the bottom of the stability order? arrangement two does.

---

Arrangement one

H4O2 | ωB97M-V/def2-TZVPD

Last column: natural (NBO) charge in e.
Atoms and positions in Å:
H (-1.7787, -1.3695, -0.3701)  0.4731
H (-1.2107, -0.3898, 0.7359)  0.4767
O (-2.0052, -0.7678, 0.3446)  -0.9498
H (2.1442, 0.0953, 0.2223)  0.4642
H (2.5193, 1.0430, -0.8640)  0.4685
O (1.7757, 0.8257, -0.2864)  -0.9326

Calculated values
net charge	0
gap between HOMO and LUMO	12.0	eV
SMILES	O.O

---

Arrangement two

H4O2 | ωB97M-V/def2-TZVPD

Last column: natural (NBO) charge in e.
Atoms and positions in Å:
H (-0.2462, -2.1850, -0.2328)  0.4699
H (0.9416, -1.2421, -0.4682)  0.4715
H (-0.2045, 2.5134, 0.8173)  0.4713
H (-0.4097, 1.2670, -0.0944)  0.4713
O (0.3438, -1.8844, -0.8954)  -0.9413
O (-0.4250, 1.5311, 0.8734)  -0.9427

Calculated values
net charge	0
gap between HOMO and LUMO	12.4	eV
SMILES	O.O

---

Which one sits at the bottom of the stability order? arrangement two does.

---

Arrangement one

C3H13N2 | ωB97M-V/def2-TZVPD

Last column: natural (NBO) charge in e.
Atoms and positions in Å:
C (-2.0797, -0.6894, 0.4003)  -0.4244
N (-1.5412, -0.2418, -0.9422)  -0.8862
H (-3.0599, -1.0401, 0.3260)  0.2137
H (-1.9543, 0.1884, 1.1898)  0.1985
H (-1.4481, -1.5222, 0.8029)  0.1950
H (-1.9065, -1.0095, -1.5604)  0.4030
H (-2.0929, 0.6175, -1.1680)  0.3858
H (-0.1350, 0.5419, -0.4548)  0.4862
C (1.2437, -0.9679, 0.2166)  -0.4011
N (0.9634, 0.4350, -0.4736)  -0.5499
C (1.5986, 1.5563, 0.3203)  -0.4257
H (0.9237, -0.9912, 1.3757)  0.2385
H (2.2300, -1.2097, 0.0588)  0.2220
H (0.5278, -1.5959, -0.2691)  0.2262
H (1.5199, 0.4307, -1.3271)  0.4333
H (1.4112, 2.4661, -0.1999)  0.2274
H (1.1086, 1.6665, 1.3016)  0.2287
H (2.6903, 1.3654, 0.4032)  0.2289

Calculated values
net charge	+1
gap between HOMO and LUMO	11.7	eV

---

Arrangement two

C3H13N2 | ωB97M-V/def2-TZVPD

Last column: natural (NBO) charge in e.
Atoms and positions in Å:
C (-1.5611, 1.2235, 1.5718)  -0.4424
N (-1.5925, 0.0742, 0.5888)  -0.8773
H (-1.7978, 2.1227, 1.0324)  0.2106
H (-2.3653, 1.0670, 2.2910)  0.2184
H (-0.6462, 1.2678, 2.1584)  0.1931
H (0.0656, 0.5274, 0.0858)  0.4715
H (-2.1624, 0.2981, -0.2135)  0.3822
H (-2.0360, -0.6583, 1.1192)  0.3943
C (1.1192, -1.7392, -0.7998)  -0.6249
C (1.1735, -0.3144, -1.3597)  -0.2269
N (1.0366, 0.7250, -0.2749)  -0.7096
H (0.1358, -2.1403, -0.7019)  0.2346
H (1.6579, -2.3425, -1.5276)  0.2461
H (1.6417, -1.8039, 0.1095)  0.2122
H (2.1137, -0.2614, -1.8991)  0.2321
H (0.3320, -0.1673, -2.0318)  0.2229
H (1.6829, 0.4762, 0.4708)  0.4279
H (1.2022, 1.6456, -0.6195)  0.4350

Calculated values
net charge	+1
gap between HOMO and LUMO	11.3	eV

---

Which one sits at the bottom of the stability order? arrangement one does.

---

Arrangement one

C3H13N2 | ωB97M-V/def2-TZVPD

Last column: natural (NBO) charge in e.
Atoms and positions in Å:
C (-1.0158, 0.9632, -3.2375)  -0.8499
H (-0.2450, 1.7180, -3.0850)  0.2084
H (-1.4721, 0.6335, -2.2966)  0.1637
H (-0.5494, 0.1088, -3.7165)  0.2389
H (-1.8135, 1.3763, -3.8446)  0.2511
N (-0.1541, 1.3298, 0.1628)  -0.6784
C (-0.2358, 0.1623, 1.1339)  -0.2185
C (0.7969, -0.8838, 0.7748)  -0.2442
N (0.8187, -1.8761, 1.8383)  -0.8121
H (0.8217, 1.6194, 0.0732)  0.4399
H (-0.4807, 1.0496, -0.7706)  0.4518
H (-0.7163, 2.1227, 0.4839)  0.4491
H (-0.0737, 0.5588, 2.1292)  0.2412
H (-1.2565, -0.2139, 1.0715)  0.2246
H (0.5919, -1.2851, -0.2249)  0.1829
H (1.7819, -0.4045, 0.7217)  0.1995
H (-0.0148, -2.4519, 1.7922)  0.3672
H (1.6080, -2.4982, 1.7022)  0.3847

Calculated values
net charge	+1
gap between HOMO and LUMO	10.1	eV

---

Arrangement two

C3H13N2 | ωB97M-V/def2-TZVPD

Last column: natural (NBO) charge in e.
Atoms and positions in Å:
C (1.5808, 1.0511, -1.2280)  -0.6550
C (1.1972, -0.4289, -1.3728)  -0.2091
N (-0.3171, -0.5835, -1.1490)  -0.7126
H (1.2159, 1.4633, -0.2954)  0.2285
H (2.6814, 1.1467, -1.1668)  0.2588
H (1.1951, 1.7538, -2.0263)  0.2368
H (1.3849, -0.7987, -2.3763)  0.2268
H (1.6511, -1.1094, -0.6219)  0.2270
H (-0.8306, -0.0075, -1.8343)  0.4319
H (-0.6131, -1.5447, -1.3013)  0.4290
C (-1.6107, -0.5946, 1.9981)  -0.4291
N (-0.6585, 0.4988, 1.5115)  -0.8940
H (-2.6210, -0.3075, 1.6478)  0.2177
H (-1.2427, -1.5596, 1.5539)  0.1839
H (-1.6056, -0.6641, 3.1237)  0.2216
H (-1.0941, 1.4041, 1.6873)  0.3840
H (-0.5358, -0.2952, -0.1687)  0.4721
H (0.2227, 0.5759, 2.0184)  0.3816

Calculated values
net charge	+1
gap between HOMO and LUMO	11.0	eV

---

Which one sits at the bottom of the stability order? arrangement one does.

---

Arrangement one

C3H13N2 | ωB97M-V/def2-TZVPD

Last column: natural (NBO) charge in e.
Atoms and positions in Å:
C (1.0010, -2.3698, -0.2104)  -0.4186
N (1.2229, -0.9265, -0.4999)  -0.7458
H (1.9298, -2.9206, -0.2974)  0.2322
H (0.6308, -2.4496, 0.8094)  0.2232
H (0.2162, -2.7174, -0.8760)  0.2232
H (1.6898, -0.7823, -1.3921)  0.4135
H (1.7989, -0.4614, 0.1925)  0.4127
H (0.1268, -0.4011, -0.5491)  0.4388
C (-0.4635, 1.6702, 1.2799)  -0.6368
C (-0.7662, 1.5942, -0.2080)  -0.2319
N (-1.1398, 0.2008, -0.6119)  -0.8081
H (0.4142, 1.1690, 1.6876)  0.2080
H (-0.3022, 2.7162, 1.5390)  0.2492
H (-1.3567, 1.3271, 1.8022)  0.2174
H (-1.5819, 2.2929, -0.3969)  0.2167
H (0.0493, 1.9450, -0.8432)  0.2012
H (-1.8177, -0.1449, 0.0716)  0.3969
H (-1.6517, 0.2581, -1.4971)  0.4081

Calculated values
net charge	+1
gap between HOMO and LUMO	12.1	eV

---

Arrangement two

C3H13N2 | ωB97M-V/def2-TZVPD

Last column: natural (NBO) charge in e.
Atoms and positions in Å:
C (1.8395, 1.1733, 1.0172)  -0.4336
N (1.5499, -0.2797, 1.0800)  -0.8643
H (2.4374, 1.5039, 1.8657)  0.2174
H (0.9236, 1.7681, 1.0002)  0.1829
H (2.4045, 1.3906, 0.1121)  0.2109
H (2.3966, -0.7668, 0.8276)  0.3898
H (1.2717, -0.5647, 2.0103)  0.3879
H (0.2052, -0.0577, 0.0026)  0.4740
C (-1.8672, 0.5595, -0.2789)  -0.4252
N (-0.6410, -0.1880, -0.6574)  -0.5412
C (-0.8641, -1.6015, -1.1536)  -0.4034
H (-2.5037, -0.0200, 0.3815)  0.2340
H (-2.4463, 0.7826, -1.1762)  0.2291
H (-1.5578, 1.5163, 0.1300)  0.2321
H (-0.2672, 0.3565, -1.4445)  0.4119
H (0.1250, -1.9817, -1.3630)  0.2397
H (-1.4418, -2.0930, -0.3752)  0.2289
H (-1.5645, -1.4978, -1.9785)  0.2290

Calculated values
net charge	+1
gap between HOMO and LUMO	11.3	eV

---

Which one sits at the bottom of the stability order? arrangement two does.

---

Arrangement one

C3H5NO | ωB97M-V/def2-TZVPD

Last column: natural (NBO) charge in e.
Atoms and positions in Å:
C (0.1799, 0.0434, 1.3335)  -0.6231
C (-0.1095, -0.1868, -0.1709)  0.0242
O (-0.8267, 0.9320, -0.6333)  -0.6852
C (0.7963, -0.3736, -1.3609)  0.2398
N (0.8320, -0.4069, -2.5256)  -0.3292
H (0.3355, 1.1042, 1.5802)  0.2347
H (1.0359, -0.5423, 1.6660)  0.2240
H (-0.6812, -0.2653, 1.9606)  0.2299
H (-0.7101, -1.1060, -0.2537)  0.1983
H (-0.8522, 0.8013, -1.5959)  0.4867

Calculated values
net charge	0
gap between HOMO and LUMO	11.6	eV
SMILES	C[C@@H](O)C#N

---

Arrangement two

C3H5NO | ωB97M-V/def2-TZVPD

Last column: natural (NBO) charge in e.
Atoms and positions in Å:
O (-1.6004, -0.9350, -0.0635)  -0.6968
C (-0.8486, -0.0027, -0.6545)  -0.0472
C (0.6366, -0.2837, -0.3706)  -0.1588
C (0.9773, 0.6756, 0.6236)  0.1358
N (0.6774, -0.4697, 1.1253)  -0.4363
H (-1.0965, 0.2670, -1.6881)  0.1949
H (1.3346, -0.8766, -0.9492)  0.2119
H (1.4072, 1.6205, 0.9288)  0.2313
H (-0.8942, 1.0098, -0.0838)  0.1046
H (-0.6701, -1.0121, 1.0500)  0.4608

Calculated values
net charge	0
gap between HOMO and LUMO (spin up / spin down)	10.3 / 9.4	eV

---

Which one sits at the bottom of the stability order? arrangement two does.

---

Arrangement one

C3H5NO | ωB97M-V/def2-TZVPD

Last column: natural (NBO) charge in e.
Atoms and positions in Å:
C (0.2683, -0.0425, 0.1633)  0.0226
C (-2.4220, -0.3370, -0.0232)  0.5488
C (1.7285, 0.2007, -0.0899)  -0.6614
N (-0.2738, -1.0879, -0.2045)  -0.4655
O (-2.4607, 0.8174, 0.1930)  -0.4491
H (-0.4200, 0.8455, 0.5740)  0.1608
H (-3.0041, -1.1525, -0.3839)  0.1810
H (2.3719, 0.3569, 0.9187)  0.2138
H (1.9597, 1.0721, -0.5580)  0.2198
H (2.2522, -0.6726, -0.5897)  0.2293

Calculated values
net charge	0
gap between HOMO and LUMO (spin up / spin down)	8.4 / 8.4	eV

---

Arrangement two

C3H5NO | ωB97M-V/def2-TZVPD

Last column: natural (NBO) charge in e.
Atoms and positions in Å:
C (-1.3140, 1.3791, -0.2295)  0.2700
O (-1.4568, 0.7276, -1.2304)  -0.4947
C (1.0901, -1.2314, -0.7364)  -0.6440
C (0.9876, -0.7758, 0.4861)  0.4199
N (0.9614, -0.2984, 1.6217)  -0.6497
H (-2.1093, 1.4482, 0.5429)  0.1072
H (-0.3850, 1.9473, -0.0185)  0.1164
H (0.0368, -0.3455, 2.0536)  0.3693
H (0.8894, -0.5708, -1.5753)  0.2592
H (1.2997, -2.2804, -0.9143)  0.2466

Calculated values
net charge	0
gap between HOMO and LUMO	9.9	eV
SMILES	C=C=N.C=O

---

Which one sits at the bottom of the stability order? arrangement one does.